# C57H48InNO7P2S2

C57H48InNO7P2S2 as an isolated structure (the ωB97M-V functional and the def2-TZVPD basis, OMol25).

The geometry in XYZ format:
```
118
Properties=species:S:1:pos:R:3
In 0.7057 -0.5829 -0.9585
S -1.8842 0.8527 0.0674
S 0.2511 -2.2838 2.1113
P 1.3499 1.6357 0.7863
P -1.6617 -2.0158 -1.2048
O -2.8108 0.6382 -1.0912
O -0.4829 -2.0885 3.3213
O 0.3214 -0.0188 -3.6303
O 0.1665 -1.0686 1.2249
O -0.0498 0.6432 -2.5534
O -0.6336 -3.3756 1.3148
O 1.5892 -2.8068 2.1791
N 4.0055 1.5075 -2.8232
C -4.4144 -1.6983 -4.2120
C -4.7163 -3.0344 2.1121
C 4.1763 -0.6381 2.6097
C -5.4657 -3.2717 3.4030
C 3.8084 0.6186 -1.7077
C 2.4702 -1.5326 -1.8139
C 4.1018 4.6853 -1.3270
C -0.5628 -5.9942 -1.7520
C -4.0310 -1.8066 2.1840
C -3.3190 3.0784 0.3468
C 2.0031 3.5518 -1.0578
C -1.0882 3.2181 1.3573
C -3.7005 4.3392 0.8458
C 2.3805 -2.8770 -2.1834
C -3.7052 -3.3527 -0.0152
C 0.2740 2.8741 1.6598
C -1.1370 -4.7226 -1.9455
C -0.0262 -3.9003 0.1113
C -1.5867 6.4957 3.1114
C 0.4231 -5.3026 0.3317
C -2.8679 0.6046 2.6504
C 2.8579 1.6423 -3.7058
C -3.8289 -1.7229 -2.9545
C -2.6835 0.0038 1.4341
C 3.8204 3.0719 0.4392
C 2.7904 4.4711 -1.7304
C 2.6383 0.0038 4.3376
C 3.4679 -3.5562 -2.7172
C 0.4719 4.8784 3.0894
C -5.1952 -2.0034 4.2579
C 3.4410 0.0885 1.6885
C 2.5103 2.8442 0.0344
C -1.7024 -2.2327 -3.9639
C -1.5432 4.4430 1.8921
C -2.0915 2.5308 0.6060
C 4.6110 3.9889 -0.2422
C -2.9410 6.3194 2.3737
C -3.6501 -1.9500 -5.3421
C 4.6845 -2.9040 -2.8389
C -2.8164 5.0018 1.6440
C -3.6422 0.0203 3.6754
C 3.7812 -0.6724 3.9392
C -3.2053 -1.3015 1.1673
C 3.6705 -0.8594 -2.0053
C -2.4737 -2.0085 -2.8238
C -0.7863 5.2685 2.7435
C 1.9049 0.7405 3.4179
C 5.2800 1.4523 -3.5023
C -2.9961 -2.1744 0.0513
C 0.1920 -6.2696 -0.5833
C -4.2573 -1.1662 3.4201
C 2.3164 0.8093 2.0905
C 0.9811 3.6988 2.5129
C 4.7776 -1.5706 -2.4740
C -4.5940 -3.7936 0.9888
C -0.9480 -3.7016 -1.0616
C -2.2924 -2.2113 -5.2175
H 3.7370 0.0798 0.6447
H -4.1091 -1.9271 -6.3225
H 3.3625 -4.5924 -3.0154
H -4.0109 2.4917 -0.2471
H 1.4532 -3.4173 -2.0877
H -5.1075 -4.7402 0.8741
H -6.1176 -1.4575 4.4623
H -3.1267 7.1346 1.6734
H 0.9844 3.3702 -1.3892
H 0.9955 1.2360 3.7327
H -4.6818 4.7371 0.6198
H 2.3879 5.0055 -2.5814
H 2.2997 -0.0579 5.3637
H -0.6364 -2.4030 -3.8747
H 2.0031 2.0499 -3.1618
H 5.6320 4.1549 0.0778
H 0.5679 -7.2719 -0.4189
H 4.6369 0.7771 -1.0085
H -4.7484 -2.2497 5.2215
H 0.9918 -5.4729 1.2368
H -1.7662 -4.5626 -2.8129
H 6.0915 1.5080 -2.7713
H -4.4186 -1.5033 -2.0746
H -3.5382 -4.0080 -0.8614
H 5.7349 -1.0695 -2.5398
H -3.7603 0.5380 4.6191
H 2.8914 0.9464 -1.2102
H 4.7262 5.3896 -1.8617
H -1.6870 -2.3866 -6.0973
H -6.5304 -3.4260 3.2253
H 5.3650 2.3167 -4.1631
H 1.0963 5.4676 3.7498
H -5.4696 -1.4768 -4.3087
H -1.0699 7.4020 2.7933
H 2.0115 3.4428 2.7295
H 3.1121 2.3270 -4.5144
H -0.7410 -6.7773 -2.4759
H 4.2283 2.5426 1.2905
H 5.4337 0.5521 -4.1166
H -2.4292 1.5761 2.8381
H 5.0433 -1.1975 2.2833
H 5.5537 -3.4266 -3.2187
H -3.7816 6.3011 3.0683
H 4.3503 -1.2463 4.6591
H 0.8916 -3.3176 -0.0539
H 2.5249 0.6924 -4.1572
H -5.0908 -4.1696 3.8965
H -1.7183 6.5684 4.1917
```

Computed properties:
E: -121128.200 eV
energy relative to the best compared isomer or geometry (same formula, charge and spin): 292.34 kJ/mol
gap between HOMO and LUMO (alpha / beta): 0.2536 / 0.2628 hartree
2S+1: 1
E_HOMO (alpha / beta): -7.8 / -7.3 eV
LUMO level (alpha / beta): -0.852 / -0.108 eV

=====

# CH5OPS

A 2-piece molecular cluster, CH5OPS overall at a distorted geometry (the ωB97M-V functional and the def2-TZVPD basis, OMol25).

The geometry in XYZ format:
```
9
Properties=species:S:1:pos:R:3
S 2.6189 0.3333 0.5106
P -1.4294 1.3492 -0.0974
O -0.5161 0.0890 0.3476
C -0.6035 -1.1369 -0.3638
H 0.0700 -2.0084 0.0278
H -1.6142 -1.4843 -0.2024
H 2.4230 1.6406 0.4335
H -0.3910 -0.9449 -1.3605
H -0.5579 2.1623 0.7046
```

Computed properties:
E: -23286.249 eV
energy relative to the best compared isomer or geometry (same formula, charge and spin): 384.82 kJ/mol
gap between HOMO and LUMO (alpha / beta): 0.3454 / 0.2070 hartree
2S+1: 1
E_HOMO (alpha / beta): -10.0 / -7.8 eV
LUMO level (alpha / beta): -0.568 / -2.199 eV

=====

# C24H68N6O10

A 10-piece molecular cluster, C24H68N6O10 overall at a distorted geometry (the ωB97M-V functional and the def2-TZVPD basis, OMol25).

The geometry in XYZ format:
```
108
Properties=species:S:1:pos:R:3
O -6.8648 -1.2725 -0.4811
O 6.8322 0.3167 -6.2982
O 1.4691 -3.0203 11.7819
O -0.8012 -8.5901 1.3381
O -4.6835 4.0815 -2.2883
O 5.9480 -6.9761 0.3332
O -1.4663 -2.1484 0.5270
O -5.1847 5.1879 5.4294
O -4.1831 1.8714 -8.0658
O 3.6381 5.3195 1.1904
N 0.6816 -1.5871 10.3234
N 1.3346 -9.3221 1.4034
N -2.7650 5.0516 -2.2546
N 0.8723 -7.2719 0.6930
N -4.0223 5.4909 -3.8313
N 0.1472 -1.3518 12.4807
C -2.8466 1.4639 -8.0273
C 0.7695 -2.0215 11.5611
C -3.3514 4.8922 3.8464
C -1.0455 -0.8850 1.0751
C -0.0434 -0.2417 0.1283
C 6.2736 1.0881 -5.2335
C 6.0942 -4.5079 0.0448
C -2.8388 0.2505 -7.0052
C -8.5292 -2.0181 -1.9334
C -5.7773 3.8514 3.5986
C -8.1458 -3.1735 0.2961
C 7.6720 -5.5542 1.4521
C -8.1503 -1.8387 -0.4990
C 6.2566 -5.7029 0.9661
C 4.8120 0.8184 -5.3329
C -2.2289 1.0546 -9.3019
C -4.5988 4.2279 4.5107
C -3.8587 4.8287 -2.7628
C 6.5395 2.5809 -5.5165
C -0.3958 -1.2263 2.5043
C 0.4281 -8.4152 1.1342
C 4.5374 4.7503 2.0750
C 5.0467 5.8601 3.0298
C 5.6016 3.9709 1.3014
H 0.8056 -0.9218 0.0587
H -4.5779 1.5761 -7.2420
H 5.8722 5.4496 3.6113
H 6.9983 -4.4147 -0.5569
H -2.2544 2.2991 -7.6534
H 5.1388 3.0141 1.0594
H -3.6794 5.3676 2.9220
H 4.7758 -0.2670 -5.2396
H -2.5745 4.5607 -1.3927
H 6.4601 3.8423 1.9606
H -0.4331 -0.5586 12.2480
H 4.1231 5.9773 0.6868
H 7.8824 -6.2556 2.2595
H 6.0562 -0.1942 -6.5401
H -2.4031 -2.2077 0.3259
H -6.5405 3.4415 4.2601
H -2.0993 1.9507 -9.9088
H -1.2854 0.5119 -9.2436
H 6.8776 0.7852 -4.3781
H -5.3268 3.0978 2.9527
H 1.2852 -1.9184 9.5844
H -4.3067 3.2968 4.9963
H 5.4313 -5.6359 1.6750
H 7.9782 -4.5755 1.8216
H 0.2541 0.7594 0.4403
H -9.1601 -3.3820 0.6364
H -7.8579 -2.8303 -2.2124
H -6.1921 4.7658 3.1744
H -2.9267 0.4973 -5.9472
H -7.7135 -3.9912 -0.2806
H -2.7064 5.6135 4.3483
H -1.8937 -0.2358 1.2923
H 4.0051 4.0607 2.7302
H 0.0073 -2.2345 2.4086
H 4.3644 1.0092 -6.3083
H -1.8945 -0.2856 -7.1000
H 0.3005 -0.5116 2.9432
H -2.6131 4.1293 3.5995
H 0.4621 -1.5720 13.4148
H 5.4332 6.6763 2.4193
H -3.1238 5.8340 -4.1395
H 8.3219 -5.7799 0.6067
H -9.5361 -2.4317 -1.9903
H 5.8983 -3.5959 0.6087
H -8.5328 -1.2578 -2.7144
H -2.2169 5.8304 -2.5909
H -6.8745 -0.4053 -0.8927
H 5.9688 4.4755 0.4077
H 1.8492 -7.1664 0.4593
H 0.4254 -0.6102 10.3152
H -8.8110 -1.1043 -0.0385
H -2.9765 0.6533 -9.9861
H 0.3184 -6.4278 0.7198
H 7.6048 2.8108 -5.5351
H -5.6533 5.8559 4.9237
H 2.3228 -9.1173 1.3633
H 0.9576 -10.1693 1.8036
H -7.4910 -3.1965 1.1672
H 6.5216 -7.0757 -0.4301
H 5.3061 -4.6586 -0.6931
H 6.0846 2.9068 -6.4519
H -1.1580 -1.4249 3.2578
H 4.1250 1.2044 -4.5798
H -4.7719 5.3359 -4.4903
H -0.5790 -0.1791 -0.8190
H 6.0853 3.3267 -4.8640
H 4.3288 6.3210 3.7082
H -3.6391 -0.4763 -7.1442
```

Computed properties:
E: -55403.423 eV
SMILES: NC(N)=O.NC(N)=O.NC(N)=O.CC(C)O.CC(C)O.CC(C)O.CC(C)O.CC(C)O.CC(C)O.CC(C)O
energy relative to the best compared isomer or geometry (same formula, charge and spin): 569.84 kJ/mol
gap between HOMO and LUMO: 0.3429 hartree
2S+1: 1
E_HOMO: -9.3 eV
LUMO level: 0.038 eV